(1)
Entry from OMol25: the molecule C6H6N2O2 at a distorted geometry (ωB97M-V with the def2-TZVPD basis set).

```
16
Properties=species:S:1:pos:R:3
N 0.5556 0.8181 -2.6118
C 0.2220 0.0852 -1.4945
C -0.1911 -1.2975 -1.5778
N -0.5673 -1.9807 -0.4406
C -0.7061 -1.3905 0.7204
C -0.3242 -0.0245 0.9135
C -0.3851 0.6651 2.1591
O -1.3778 1.2270 2.6648
O 0.7332 0.5172 2.8996
C 0.0705 0.6662 -0.2514
H 0.9283 0.1760 -3.3505
H 1.2071 1.6180 -2.2018
H -0.1944 -1.8937 -2.6280
H -0.9129 -2.0353 1.5134
H 0.4264 0.9993 3.9104
H 0.5156 1.8500 -0.2249
```

**Total energy**: -13392.6784 eV
**Gap between HOMO and LUMO**: 9.26 eV
**F_max**: 0.100 Eh/bohr
**ΔE to the lowest compared entry with this formula, charge and spin**: 44.9 kcal per mole

(2)
Entry from OMol25: a cluster of 2 separate species, C6H6N2O2S in total at a distorted geometry (ωB97M-V with the def2-TZVPD basis set).

```
17
Properties=species:S:1:pos:R:3
C 2.3984 0.2419 0.2425
C 1.9300 -0.4184 -0.8918
C 1.5065 0.8835 1.0983
C 0.5867 -0.4531 -1.1679
C 0.1566 0.8606 0.8461
C -0.3378 0.1841 -0.3004
N -1.6306 0.0560 -0.5795
N -2.6138 0.8289 -0.0902
O -2.4205 2.0281 -0.1888
O -3.6240 0.3047 0.2922
S -2.3516 -2.5983 0.4704
H 3.4561 0.2528 0.4647
H 2.6320 -0.9061 -1.5535
H 1.8783 1.3995 1.9707
H 0.1972 -0.9582 -2.0369
H -0.5345 1.3608 1.5082
H -1.2290 -3.0668 -0.0842
```

**Total energy**: -24222.5089 eV
**Gap between HOMO and LUMO (spin up / spin down)**: 4.89 / 4.85 eV
**F_max**: 0.069 Eh/bohr
**ΔE to the lowest compared entry with this formula, charge and spin**: 137.2 kcal per mole

Q: F_max of number 1 (C6H6N2O2)?
A: 0.100 Eh/bohr